Entry 1:
102
Properties=species:S:1:pos:R:3 method="wB97M-V/def2-TZVPD" fmax_ha_per_bohr=0.0831 total_energy_ha=-23090.3140 lumo_energy_ev=-0.8 gap_ev=9.08 e_above_lowest_ev=4.099 smiles="O=[N+]([O-])c1ccccc1.O=[N+]([O-])c1ccccc1.O=[N+]([O-])c1ccccc1.O=[N+]([O-])c1ccccc1.O=[N+]([O-])c1ccccc1.BrCCBr.BrCCBr.BrCCBr.BrCCBr" total_charge=0
O 7.0494 8.1558 -1.5093
N 5.9209 8.0939 -1.2010
O 5.2374 9.0149 -0.7642
C 5.2336 6.7796 -1.4324
C 5.9655 5.7249 -1.9716
C 5.4631 4.3994 -2.0439
C 4.2130 4.1498 -1.3948
C 3.4416 5.2567 -0.9497
C 3.9525 6.5136 -0.9446
H 6.9464 5.9931 -2.3355
H 6.0360 3.6362 -2.5495
H 3.8733 3.1478 -1.1782
H 2.4749 5.0659 -0.5077
H 3.3452 7.3195 -0.5599
O -0.5561 -7.3368 3.3213
N -1.2085 -6.3315 3.3228
O -2.4246 -6.2827 3.1458
C -0.4007 -5.0274 3.0101
C -1.0451 -3.8605 2.5759
C -0.2395 -2.8132 2.0168
C 1.1808 -2.9743 1.9877
C 1.7616 -4.1313 2.4560
C 1.0038 -5.2157 2.8572
H -2.1174 -3.7487 2.6397
H -0.6722 -1.9543 1.5252
H 1.6086 -2.1237 1.4780
H 2.8415 -4.1410 2.4474
H 1.4793 -6.1580 3.0863
O 1.6186 -1.8573 6.6950
N 1.2558 -1.2738 5.6375
O 0.0795 -0.9461 5.4175
C 2.2848 -0.8375 4.6508
C 1.9044 0.1583 3.7265
C 2.8711 0.6431 2.9029
C 4.2379 0.3551 3.0388
C 4.7036 -0.5104 4.0774
C 3.6617 -1.1036 4.8679
H 0.9316 0.6189 3.6378
H 2.7464 1.2468 2.0161
H 4.8576 0.7629 2.2538
H 5.6842 -0.8878 4.3269
H 4.0064 -1.8181 5.6008
O 0.3747 -3.9889 -1.6360
N -0.7838 -3.8283 -1.8432
O -1.3803 -2.8284 -2.3553
C -1.7909 -4.8536 -1.2105
C -3.1043 -4.8074 -1.6958
C -3.9736 -5.7215 -1.1322
C -3.5958 -6.7221 -0.2344
C -2.2270 -6.8157 0.0559
C -1.3587 -5.9296 -0.4485
H -3.3433 -4.0869 -2.4640
H -4.9951 -5.6720 -1.4792
H -4.1433 -7.6355 -0.0543
H -2.0031 -7.6578 0.6940
H -0.2971 -6.0335 -0.2795
O -3.4988 0.0164 5.6445
N -4.2547 -0.6932 4.9941
O -4.8379 -1.6855 5.4688
C -4.3152 -0.4176 3.4617
C -4.0228 0.9028 3.0085
C -3.9060 1.2149 1.6983
C -4.3167 0.2498 0.7686
C -4.4544 -1.0753 1.1900
C -4.4757 -1.4545 2.5241
H -3.8071 1.7564 3.6340
H -3.6677 2.2114 1.3567
H -4.2485 0.6305 -0.2398
H -4.6948 -1.8203 0.4460
H -4.6153 -2.4484 2.9230
Br -0.3347 0.8778 1.2483
C -0.8443 1.2287 -0.5764
C 0.0988 0.4478 -1.5341
Br 2.0191 1.1364 -1.3239
H -0.8146 2.3073 -0.7310
H -1.8644 0.8585 -0.6780
H -0.1572 0.6009 -2.5825
H 0.1033 -0.6027 -1.2435
Br -3.3153 -0.5399 -3.4689
C -2.6355 0.8133 -4.7194
C -2.8539 0.1964 -6.1420
Br -3.1469 1.7955 -7.2940
H -1.5827 0.9976 -4.5057
H -3.2234 1.7309 -4.7395
H -3.7453 -0.4282 -6.2005
H -2.0718 -0.4050 -6.6053
Br 5.3410 0.1008 -3.8416
C 4.3508 1.6743 -4.2482
C 3.3144 1.3441 -5.3669
Br 4.1818 0.6539 -6.9774
H 5.1416 2.2696 -4.7046
H 3.8966 1.9892 -3.3088
H 2.7487 2.2192 -5.6870
H 2.5253 0.7010 -4.9771
Br -1.2249 5.3889 -0.5103
C -3.1726 5.6393 -0.3288
C -3.7904 4.9982 -1.6031
Br -3.1460 3.1074 -1.8391
H -3.3023 6.7021 -0.1245
H -3.5289 5.1445 0.5747
H -3.5574 5.5681 -2.5025
H -4.8798 4.9749 -1.6311

Entry 2:
20
Properties=species:S:1:pos:R:3 method="wB97M-V/def2-TZVPD" fmax_ha_per_bohr=0.0282 total_energy_ha=-402.6675 lumo_energy_ev=-4.7 gap_ev=9.09 e_above_lowest_ev=1.478 total_charge=+1
O -1.0491 1.2514 -0.0393
C -0.1800 1.3755 -0.8710
C 0.9169 0.3485 -1.0685
C 0.4405 -0.9938 -1.6619
C -0.5573 -1.8239 -0.8250
C -0.0419 -2.3275 1.4971
N -0.4870 -1.5307 0.6294
H -0.1869 2.2586 -1.4991
H 1.6312 0.8017 -1.7274
H 1.4960 0.1554 -0.1449
H 0.0054 -0.8498 -2.6600
H 1.3542 -1.5765 -1.7698
H -1.5912 -1.6220 -1.0937
H -0.4083 -2.8826 -0.8955
H 0.0096 -2.0843 2.5409
H 0.2402 -3.3203 1.2016
H -0.7865 -0.5408 0.8230
H -0.7551 4.3106 3.1392
H 0.0697 4.9323 1.9767
O -0.1204 4.1180 2.4482

Entry 3:
7
Properties=species:S:1:pos:R:3 method="wB97M-V/def2-TZVPD" fmax_ha_per_bohr=0.0834 total_energy_ha=-282.0840 lumo_energy_ev=-8.7 gap_ev=5.30 e_above_lowest_ev=7.244 total_charge=+1
C 0.0113 -0.5462 0.4719
C -0.6066 0.1314 -0.3471
N 3.6773 -0.9567 -1.3225
O 4.5270 -1.0176 -0.5955
O 2.7059 -0.7816 -1.9211
H 0.4962 -1.1386 1.2644
H -1.0634 0.6980 -1.1519

Entry 4:
85
Properties=species:S:1:pos:R:3 method="wB97M-V/def2-TZVPD" fmax_ha_per_bohr=0.0127 total_energy_ha=-2619.8552 lumo_energy_ev=-0.9 gap_ev=6.88 e_above_lowest_ev=0.000 total_charge=0
Au -1.9703 0.7085 -0.3665
O -2.4135 -2.9538 3.6516
C -2.4831 -3.7670 2.5840
C -2.3722 -5.1362 2.8340
C -2.4450 -6.0471 1.8007
C -2.6400 -5.6183 0.4907
C -2.7513 -4.2663 0.2392
C -2.6690 -3.3184 1.2606
C -2.7687 -1.8852 0.8559
O -3.0086 -1.5918 -0.3357
N -2.5968 -0.9964 1.8596
N -2.5864 0.3067 1.4782
C -2.7385 1.2628 2.3178
C -2.9814 2.6370 1.9241
C -3.0254 3.6132 2.9269
C -3.3533 4.9208 2.6448
C -3.6679 5.2632 1.3300
C -3.6514 4.3153 0.3276
C -3.3045 2.9864 0.5968
O -3.3544 2.1329 -0.4333
H -2.4746 -2.0276 3.3092
H -2.2272 -5.4559 3.8575
H -2.3476 -7.1041 2.0163
H -2.7029 -6.3336 -0.3182
H -2.9006 -3.8971 -0.7667
H -2.7844 0.9927 3.3694
H -2.7975 3.3160 3.9439
H -3.3830 5.6629 3.4299
H -3.9281 6.2857 1.0872
H -3.9027 4.5681 -0.6939
I -3.5163 -1.0966 -5.6311
C -2.2305 0.0643 -4.4916
C -1.2090 0.7969 -5.0790
C -0.3724 1.5472 -4.2717
C -0.5790 1.5529 -2.9065
N -1.5804 0.8594 -2.3621
C -2.3950 0.1113 -3.1203
H -1.0638 0.7713 -6.1505
H 0.4465 2.1142 -4.6901
H 0.0622 2.0953 -2.2246
H -3.1568 -0.4562 -2.6011
C 3.0521 -0.5618 3.2722
C 2.2586 -1.2009 2.1417
C 3.0289 -2.3769 1.5507
C 0.9000 -1.6564 2.6433
O 2.1155 -0.1713 1.1520
Si 1.2741 -0.0823 -0.2493
O -0.2977 -0.2687 0.0043
O 1.7881 -1.2297 -1.2928
C 2.7674 -1.2668 -2.3316
C 4.1094 -0.7835 -1.7917
C 2.8572 -2.7257 -2.7579
C 2.3162 -0.4063 -3.5037
O 1.6551 1.3928 -0.8888
C 1.8094 2.6543 -0.2160
C 1.6446 3.7266 -1.2837
C 3.2114 2.7210 0.3806
C 0.7527 2.8303 0.8700
H 3.2182 -1.2797 4.0768
H 2.5076 0.2936 3.6759
H 4.0202 -0.2153 2.9064
H 3.1373 -3.1667 2.2956
H 4.0230 -2.0572 1.2316
H 2.5034 -2.7832 0.6860
H 1.0169 -2.4182 3.4144
H 0.3009 -2.0698 1.8327
H 0.3504 -0.8128 3.0643
H 4.4156 -1.4013 -0.9469
H 4.0333 0.2510 -1.4532
H 4.8773 -0.8425 -2.5653
H 3.1871 -3.3408 -1.9198
H 3.5626 -2.8466 -3.5817
H 1.8758 -3.0807 -3.0752
H 2.2239 0.6354 -3.1925
H 1.3486 -0.7594 -3.8627
H 3.0368 -0.4681 -4.3215
H 2.3470 3.5522 -2.1005
H 1.8356 4.7149 -0.8640
H 0.6287 3.7239 -1.6875
H 3.9600 2.6623 -0.4121
H 3.3646 1.8896 1.0664
H 3.3507 3.6595 0.9206
H -0.2504 2.7100 0.4522
H 0.8209 3.8290 1.3039
H 0.8856 2.0929 1.6637

Entry 5:
98
Properties=species:S:1:pos:R:3 method="wB97M-V/def2-TZVPD" fmax_ha_per_bohr=0.0143 total_energy_ha=-3385.2404 lumo_energy_ev="-5.9 / -8.5" gap_ev="7.28 / 4.59" multiplicity=2 total_charge=+2
Mg 2.1324 0.6124 -0.2229
C 2.0177 -2.0620 -3.4521
C 1.7688 -0.7372 -3.1132
N 2.3696 -0.4160 -1.9719
N 3.0096 -1.5527 -1.5323
C 2.8076 -2.5374 -2.4244
B 4.0626 -1.5571 -0.3370
N 4.8859 -0.2233 -0.4445
C 6.1941 0.0496 -0.6128
C 6.3825 1.4116 -0.6131
C 5.1032 1.9315 -0.4365
N 4.2043 0.9629 -0.3369
N 3.3513 -1.5241 1.0774
C 3.7092 -2.2031 2.1793
C 3.0748 -1.6483 3.2736
C 2.3364 -0.5924 2.7474
N 2.5035 -0.5140 1.4310
N 4.8166 -2.8658 -0.4075
C 6.1076 -3.2432 -0.6093
C 6.1785 -4.6061 -0.5138
C 4.8538 -5.0038 -0.2656
N 4.0361 -3.9703 -0.2001
H 1.6865 -2.6003 -4.3224
H 1.1780 -0.0002 -3.6332
H 3.2388 -3.5102 -2.2643
H 6.9280 -0.7247 -0.7114
H 7.3102 1.9450 -0.7199
H 4.7945 2.9634 -0.3752
H 4.3871 -3.0359 2.1126
H 3.1522 -1.9593 4.3005
H 1.7000 0.1168 3.2527
H 6.8956 -2.5469 -0.8176
H 7.0546 -5.2219 -0.6188
H 4.4643 -6.0013 -0.1325
C -2.5273 -6.8856 -0.6889
C -1.9769 -5.4916 -0.5957
C -0.6924 -5.2581 -0.1190
C -0.1768 -3.9698 -0.0503
C -0.9857 -2.9151 -0.4427
C -2.2709 -3.1128 -0.9398
C -2.7527 -4.4030 -1.0153
S -0.3053 -1.3045 -0.3177
O -0.8760 -0.4202 -1.4226
C -1.0937 -0.6152 1.1172
C -0.8203 -1.1707 2.3846
C -1.3539 -0.5872 3.4907
C -2.1479 0.5848 3.3862
C -2.6773 1.2124 4.5414
C -3.4408 2.3363 4.4369
C -3.7121 2.8907 3.1656
C -3.2188 2.3082 2.0345
C -2.4234 1.1332 2.1126
C -1.8768 0.4914 0.9509
C -2.3581 0.9773 -0.3731
C -3.6928 0.6001 -0.7434
C -4.4016 -0.3644 -0.0158
C -5.6836 -0.7407 -0.3999
C -6.2877 -0.1721 -1.5145
C -5.6100 0.7854 -2.2530
C -4.3171 1.1804 -1.8804
C -3.6225 2.1531 -2.6209
C -2.3336 2.5319 -2.2654
C -1.7135 1.9678 -1.1730
S 0.0128 2.4765 -1.0594
O 0.6672 1.8599 0.1860
C -0.1749 4.1801 -0.7161
C 0.3351 5.0749 -1.6447
C 0.2010 6.4366 -1.4033
C -0.4249 6.8995 -0.2526
C -0.5674 8.3690 0.0137
C -0.9192 5.9678 0.6729
C -0.8065 4.6137 0.4518
H -1.8208 -7.6188 -0.3059
H -2.7547 -7.1418 -1.7246
H -3.4537 -6.9736 -0.1200
H -0.0764 -6.0952 0.1837
H 0.8449 -3.7995 0.2766
H -2.8566 -2.2723 -1.2910
H -3.7439 -4.5849 -1.4139
H -0.1967 -2.0528 2.4647
H -1.1671 -1.0088 4.4708
H -2.4623 0.7818 5.5115
H -3.8413 2.8080 5.3240
H -4.3166 3.7854 3.0920
H -3.4405 2.7536 1.0717
H -3.9509 -0.8315 0.8493
H -6.2107 -1.4866 0.1800
H -7.2845 -0.4728 -1.8073
H -6.0749 1.2362 -3.1207
H -4.0972 2.6073 -3.4819
H -1.8167 3.2721 -2.8651
H 0.8386 4.7232 -2.5373
H 0.6003 7.1462 -2.1165
H -0.1671 8.9642 -0.8040
H -0.0408 8.6475 0.9278
H -1.6165 8.6340 0.1509
H -1.3924 6.3233 1.5804
H -1.1712 3.9005 1.1823

Entry 6:
16
Properties=species:S:1:pos:R:3 method="wB97M-V/def2-TZVPD" fmax_ha_per_bohr=0.0205 total_energy_ha=-573.8089 lumo_energy_ev=0.9 gap_ev=9.36 e_above_lowest_ev=0.615 smiles=CSC.CN total_charge=0
C -1.4680 0.6750 -2.8794
S -0.5496 2.2452 -2.8182
C -0.0579 2.2663 -1.0627
H -0.8425 -0.1005 -2.4559
H -2.4508 0.8017 -2.4538
H -1.5741 0.4332 -3.9320
H -0.6793 1.5761 -0.5061
H -0.2301 3.2794 -0.7143
H 0.9991 2.0092 -0.9730
C 0.8883 -1.3410 2.3896
N 0.8909 -2.7824 2.5805
H 0.1600 -0.9217 3.0824
H 1.8370 -0.7897 2.5123
H 0.5146 -1.0847 1.3965
H 1.7362 -3.2510 2.2717
H 0.8262 -3.0152 3.5624

Entry 7:
42
Properties=species:S:1:pos:R:3 method="wB97M-V/def2-TZVPD" fmax_ha_per_bohr=0.0709 total_energy_ha=-1922.5226 lumo_energy_ev=1.9 gap_ev=4.64 e_above_lowest_ev=0.194 total_charge=-1
C 0.4747 -2.2910 3.8029
C -0.0181 -1.0380 3.1789
C -1.3896 -0.8583 2.8698
C -2.0168 0.4496 3.1253
O -1.3341 1.4830 3.2960
N -3.3934 0.5325 3.2752
C -4.0058 1.8090 3.5494
C -4.3257 -0.5759 3.3949
N 0.9622 -0.1398 3.0414
N 0.8548 0.7708 2.1554
C 1.7542 1.8724 2.4911
N 1.6227 2.7074 1.4173
O 2.4818 1.9813 3.4510
H -0.3199 -3.0210 3.9573
H 1.2652 -2.7365 3.1919
H 0.9179 -2.0644 4.7793
H -2.0144 -1.7300 3.0466
H -3.2439 2.5843 3.5936
H -4.7089 2.0147 2.7384
H -4.5785 1.7919 4.4853
H -3.8425 -1.5564 3.3661
H -4.8919 -0.5094 4.3400
H -5.0535 -0.5097 2.5723
H 0.7696 2.5925 0.8842
H 1.9962 3.6336 1.5292
Cl -1.1164 -2.0684 0.7921
C -1.0484 -1.6090 -0.8022
S -2.4606 -1.3851 -1.8066
C -1.8496 -1.3985 -3.5311
C -1.4774 -0.1991 -4.1314
C -1.1059 -0.1617 -5.4767
C -1.1171 -1.3340 -6.2331
C -1.4827 -2.5424 -5.6387
C -1.8565 -2.5698 -4.2923
O -3.2979 -2.5670 -1.7485
O -3.0144 -0.0635 -1.5576
H -0.1887 -2.0683 -1.2886
H -1.5011 0.7197 -3.5588
H -0.8125 0.7849 -5.9311
H -0.8271 -1.3071 -7.2822
H -1.4810 -3.4627 -6.2256
H -2.1743 -3.5096 -3.8568

Entry 8:
36
Properties=species:S:1:pos:R:3 method="wB97M-V/def2-TZVPD" fmax_ha_per_bohr=0.1657 total_energy_ha=-917.0641 lumo_energy_ev=-0.1 gap_ev=8.35 e_above_lowest_ev=7.110 smiles=O.O.O.O.O.O.O.O.O.O.O.O total_charge=0
O 0.6015 -0.7379 0.5132
H 0.6179 -1.5664 0.0790
H 0.8542 -0.0670 -0.1509
O -1.3148 -0.0753 -0.5046
H -1.9311 0.6256 -0.6677
H -1.7075 -0.8326 -0.9771
O -0.6372 -1.7366 3.1994
H -1.0505 -2.5892 2.8254
H 0.2352 -1.6732 2.8038
O -2.2831 2.4642 2.7597
H -1.6927 1.8492 3.2300
H -2.7104 1.8700 2.0876
O 3.3441 -1.6027 -0.3095
H 2.8547 -1.9734 0.4006
H 3.8231 -2.3314 -0.6906
O 2.5200 1.3582 -1.4128
H 3.1448 1.6467 -2.1016
H 2.9262 0.9308 -0.7286
O -1.1409 3.7292 2.0796
H -0.8291 3.8480 1.2535
H -0.8537 4.4803 2.6492
O -3.2626 -0.4603 0.7539
H -2.8369 -1.0254 1.4594
H -3.4527 0.3344 1.2994
O 0.5253 -1.2630 -3.3606
H 0.5377 -1.6606 -4.2624
H 0.0038 -1.8980 -2.8803
O 0.9451 2.1937 0.8876
H 0.5259 2.2119 1.7642
H 1.6751 1.4769 0.9947
O -0.1886 -4.4449 -0.1146
H 0.2146 -5.0280 -0.7455
H -0.7750 -5.1737 0.3241
O 0.3441 2.0303 -4.2961
H 1.0409 2.2145 -3.6730
H -0.0675 2.8756 -4.4885